DFT (the ωB97M-V functional and the def2-TZVPD basis) results for C4H9F in the gas phase at a distorted geometry.

CARTESIAN COORDINATES (ANGSTROEM)
1 C 0.694 1.285 0.077
2 C -0.060 -0.031 0.260
3 C -1.464 -0.069 -0.224
4 C 0.832 -1.139 -0.103
5 F -0.233 -0.188 1.629
6 H 0.624 1.443 -1.030
7 H 0.160 2.015 0.625
8 H 1.721 1.167 0.369
9 H -1.865 0.849 0.263
10 H -1.677 0.063 -1.318
11 H -1.942 -0.934 0.087
12 H 0.700 -1.558 -1.134
13 H 1.913 -0.870 0.003
14 H 0.598 -2.034 0.496

Atomic forces in eV per Å
-1.188 -1.186 -2.113
1.099 0.410 0.156
-0.224 3.112 -1.737
1.355 -2.586 -1.635
-0.046 0.148 1.719
0.339 0.471 0.885
-0.235 1.140 0.389
0.332 0.203 0.266
-0.513 -0.825 -0.262
0.715 -0.164 0.806
-0.975 -1.563 0.810
0.068 0.836 0.481
-0.948 -0.423 0.080
0.221 0.424 0.155

Properties
Largest force on an atom: 0.0695 Eh/bohr
ΔE to the lowest compared entry with this formula, charge and spin: 11.6 kcal per mole
E_LUMO: 0.99 eV
SMILES: CC(C)(C)F
E_tot: -7011.2084 eV
Gap between HOMO and LUMO: 12.32 eV